Entry 1:
{"formula": "C32H26GeIrN4O4S2", "method": "ωB97M-V with the def2-TZVPD basis set", "elements": ["Ir", "C", "C", "N", "C", "C", "S", "C", "C", "S", "C", "N", "C", "H", "H", "H", "H", "H", "H", "H", "H", "O", "C", "O", "C", "C", "N", "N", "C", "C", "O", "O", "H", "H", "H", "C", "Ge", "C", "C", "C", "C", "C", "C", "C", "C", "C", "C", "C", "C", "C", "C", "C", "C", "C", "C", "H", "H", "H", "H", "H", "H", "H", "H", "H", "H", "H", "H", "H", "H", "H"], "xyz": [[1.203078, 0.671854, 1.578848], [2.517948, -2.215858, 2.953858], [1.139044, -1.824629, 3.347411], [0.544252, -0.753260, 2.940220], [-0.771706, -0.627973, 3.433040], [-1.134657, -1.687647, 4.285425], [0.160326, -2.800418, 4.408698], [-1.540752, 0.406478, 3.029845], [-2.947819, 0.720804, 3.442362], [-3.481762, 2.115994, 2.590877], [-1.871206, 2.211881, 1.790713], [-1.036056, 1.287654, 2.117949], [-1.571239, 3.310176, 0.837057], [2.875249, -1.527010, 2.192281], [2.526455, -3.232980, 2.558835], [3.186417, -2.180027, 3.816366], [-2.062895, -1.839056, 4.809614], [-3.575057, 0.204337, 4.147497], [-2.319609, 4.099350, 0.902890], [-1.563983, 2.926930, -0.187899], [-0.586693, 3.729271, 1.052427], [5.404743, 4.720901, 0.352789], [4.508894, 4.617069, -0.605950], [4.565463, 5.265563, -1.623982], [3.375537, 3.654830, -0.412838], [2.419620, 3.441998, -1.384118], [1.519445, 2.588412, -0.887171], [1.828823, 2.231831, 0.356617], [2.961312, 2.844781, 0.668726], [3.600978, 2.439700, 1.974183], [4.599701, 3.045429, 2.368208], [3.051623, 1.444504, 2.533725], [5.197381, 4.130017, 1.146583], [2.340472, 3.850920, -2.377656], [0.729126, 2.157926, -1.352389], [1.087327, -0.548258, 0.099489], [-0.363473, -1.112500, -1.008302], [-0.707287, 0.412428, -2.218703], [0.338641, 0.691411, -3.109055], [0.307694, 1.810882, -3.931346], [-0.773281, 2.685251, -3.876248], [-1.823685, 2.422809, -3.008192], [-1.789989, 1.295381, -2.188616], [0.037158, -2.622892, -2.166874], [1.273048, -3.266883, -2.132692], [1.539293, -4.330453, -2.988745], [0.570716, -4.758086, -3.886085], [-0.666547, -4.125396, -3.927123], [-0.930236, -3.063946, -3.072213], [-1.824294, -1.662376, 0.188553], [-1.578095, -2.819065, 0.936622], [-2.506209, -3.290314, 1.856533], [-3.699641, -2.606558, 2.053146], [-3.955129, -1.449517, 1.331841], [-3.022263, -0.980815, 0.409306], [1.190477, 0.019770, -3.155094], [1.128229, 2.004231, -4.612126], [-0.800444, 3.559947, -4.514230], [-2.672790, 3.094994, -2.968020], [-2.626402, 1.109593, -1.528296], [2.031815, -2.928595, -1.433552], [2.503636, -4.822943, -2.956300], [0.778916, -5.583026, -4.555963], [-1.423399, -4.459288, -4.626485], [-1.898904, -2.574284, -3.112514], [-0.651798, -3.365868, 0.783476], [-2.300501, -4.194317, 2.418589], [-4.429795, -2.978761, 2.762428], [-4.884339, -0.911254, 1.478315], [-3.250901, -0.081049, -0.146564]], "forces_ev_per_a": [[0.41, 0.01, -0.81], [0.00, -0.04, 0.08], [-0.06, -0.02, 0.00], [0.02, 0.03, -0.32], [0.24, -0.61, 0.29], [0.26, -0.11, 0.20], [0.04, -0.03, 0.07], [-0.89, 0.08, 0.25], [0.43, 0.12, -0.22], [0.34, -0.12, -0.08], [0.08, -0.07, 0.06], [-0.48, 0.77, -0.30], [-0.08, 0.07, 0.00], [0.01, 0.01, -0.02], [-0.02, 0.02, 0.00], [-0.04, 0.01, 0.00], [0.02, 0.06, -0.09], [0.11, -0.06, -0.02], [0.04, -0.01, -0.01], [0.01, 0.01, 0.08], [-0.02, -0.05, -0.02], [0.00, -0.40, 0.76], [-0.31, -0.14, -0.26], [0.07, -0.07, 0.13], [0.06, 0.10, 0.24], [0.01, 0.14, -0.12], [-0.31, 0.02, -0.06], [0.37, -0.60, 0.17], [0.19, 0.20, -0.07], [0.29, 0.24, -0.16], [0.01, 0.16, -0.30], [-0.37, -0.22, 0.49], [-0.04, 0.25, -0.43], [-0.01, 0.01, 0.05], [0.06, -0.03, 0.01], [-0.30, 0.33, 0.58], [0.07, 0.15, 0.18], [-0.14, 0.04, 0.01], [-0.16, -0.04, -0.12], [-0.02, -0.03, 0.02], [0.00, -0.02, 0.01], [0.02, -0.06, 0.04], [0.14, 0.00, -0.14], [0.08, -0.07, -0.06], [-0.07, 0.01, -0.02], [-0.02, 0.02, 0.01], [-0.01, 0.03, 0.03], [0.01, 0.02, 0.03], [0.11, -0.06, 0.01], [-0.14, 0.06, 0.00], [-0.13, 0.04, -0.05], [0.03, 0.01, -0.06], [-0.02, 0.00, -0.04], [0.06, -0.01, -0.05], [0.03, -0.19, 0.04], [0.01, 0.03, 0.00], [-0.02, -0.01, 0.00], [0.01, -0.02, 0.02], [0.01, -0.02, 0.00], [0.00, 0.04, -0.02], [-0.02, 0.00, -0.03], [-0.01, 0.01, -0.01], [0.00, 0.00, 0.01], [0.01, 0.00, 0.01], [0.02, -0.01, -0.01], [-0.02, 0.00, 0.02], [0.00, 0.02, -0.03], [0.01, 0.01, -0.01], [0.01, 0.00, -0.01], [-0.03, -0.01, 0.06]], "e_homo_ev": [-6.30, -8.30], "gap_ev": [6.306, 5.553], "spin_multiplicity": 6}

Entry 2:
{"formula": "C36H59N15RbS2Sb", "method": "ωB97M-V with the def2-TZVPD basis set", "elements": ["Rb", "N", "C", "S", "N", "N", "C", "C", "C", "C", "C", "C", "C", "C", "C", "C", "C", "C", "N", "H", "H", "H", "H", "H", "H", "H", "H", "H", "H", "H", "N", "C", "N", "N", "N", "N", "C", "N", "N", "N", "N", "H", "C", "C", "C", "C", "N", "C", "S", "N", "C", "C", "C", "C", "H", "H", "H", "H", "H", "H", "H", "H", "H", "H", "H", "H", "H", "H", "H", "H", "H", "H", "H", "H", "C", "C", "C", "C", "Sb", "C", "C", "C", "C", "C", "C", "C", "C", "H", "H", "H", "H", "H", "H", "H", "H", "H", "H", "H", "H", "H", "H", "H", "H", "H", "H", "H", "H", "H", "H", "H", "H", "H", "H", "H"], "xyz": [[-1.483888, 1.059345, 1.226389], [-0.550683, 1.926865, 5.146256], [0.447110, 1.496211, 4.299179], [1.308324, 0.085561, 4.754932], [0.758801, 2.322743, 3.335814], [1.277077, 1.945486, 2.186842], [2.128792, 2.689929, 1.568628], [2.725348, 3.906636, 2.186627], [1.924132, 4.984724, 2.553082], [2.482312, 6.102605, 3.154817], [3.846163, 6.157797, 3.403292], [4.651521, 5.083682, 3.049805], [4.093598, 3.966727, 2.447322], [2.538038, 2.267644, 0.217787], [3.435277, 3.029854, -0.547429], [3.838496, 2.568757, -1.785422], [3.340206, 1.363246, -2.256057], [2.420543, 0.699095, -1.456587], [2.023434, 1.128027, -0.269406], [-0.887088, 1.226540, 5.783052], [-1.241546, 2.544432, 4.747071], [0.860069, 4.939273, 2.361861], [1.847016, 6.934416, 3.433843], [4.280231, 7.029524, 3.878092], [5.716272, 5.114150, 3.248945], [4.719136, 3.123170, 2.180034], [3.805987, 3.970952, -0.168114], [4.536530, 3.145065, -2.381187], [3.643148, 0.966154, -3.215849], [1.977886, -0.238061, -1.784158], [-5.590607, 0.861472, 0.577061], [-5.083241, 2.137116, 0.784074], [-5.860501, 3.215197, 0.698895], [-5.017607, 4.244239, 0.884083], [-3.814894, 3.801986, 1.068079], [-3.809606, 2.450338, 1.009623], [-5.026096, -0.292418, 1.109111], [-5.783106, -1.308208, 1.517224], [-4.899910, -2.245763, 1.888595], [-3.694312, -1.806881, 1.715676], [-3.723220, -0.557516, 1.210090], [-6.597199, 0.839509, 0.603797], [1.206067, -5.337362, 4.765518], [-0.304104, -5.285640, 5.009868], [-1.113684, -4.865160, 3.775594], [-1.193576, -3.355676, 3.534460], [0.086144, -2.704116, 3.300602], [0.823242, -2.779290, 2.181271], [0.374483, -3.698592, 0.849626], [1.994472, -2.084000, 2.258020], [2.845348, -1.782606, 1.117947], [3.716598, -2.948748, 0.643814], [4.611370, -3.539541, 1.731096], [5.743479, -2.609134, 2.163422], [1.731361, -5.745560, 5.633413], [1.603601, -4.344741, 4.560430], [1.426058, -5.968794, 3.901951], [-0.518076, -4.595501, 5.833683], [-0.639185, -6.277787, 5.330271], [-2.147842, -5.203656, 3.883480], [-0.701191, -5.342726, 2.886509], [-1.616595, -2.882115, 4.423242], [-1.875685, -3.157087, 2.710063], [0.361562, -1.982703, 3.960585], [1.976636, -1.349938, 2.964230], [3.485479, -0.957670, 1.435528], [2.239330, -1.427829, 0.281462], [4.328822, -2.589562, -0.192403], [3.057681, -3.727155, 0.267269], [5.035777, -4.477341, 1.359872], [3.991555, -3.785710, 2.596858], [6.368325, -2.338362, 1.308262], [6.377900, -3.087517, 2.912872], [5.347705, -1.690153, 2.598862], [-0.969980, 0.665494, -6.229314], [-0.167620, 0.789067, -4.936950], [0.991152, -0.206366, -4.992743], [0.403687, 2.202185, -4.819274], [-1.235604, 0.453981, -2.970181], [-1.817446, -1.703777, -3.109376], [-0.549424, -2.469130, -2.728449], [-2.304372, -2.129601, -4.489928], [-2.885935, -2.006749, -2.060387], [-3.096918, 1.681573, -3.177391], [-4.219754, 1.010999, -2.395633], [-3.559225, 1.948184, -4.605028], [-2.738737, 3.005075, -2.498996], [-0.278808, 0.677128, -7.083932], [-1.661879, 1.494512, -6.360644], [-1.537714, -0.263210, -6.273565], [1.693735, 0.089325, -5.783762], [0.637464, -1.213328, -5.219511], [1.543211, -0.236790, -4.051159], [1.046379, 2.426354, -5.681919], [1.005314, 2.307906, -3.913241], [-0.389223, 2.953835, -4.790221], [0.306519, -2.205913, -3.353552], [-0.726238, -3.546125, -2.837969], [-0.284578, -2.295025, -1.683827], [-1.503482, -2.082768, -5.230871], [-3.135491, -1.508859, -4.834151], [-2.654896, -3.169167, -4.449288], [-2.649858, -1.579275, -1.082844], [-2.952985, -3.091962, -1.920404], [-3.869621, -1.648998, -2.357110], [-4.616718, 0.147197, -2.930494], [-5.039546, 1.723548, -2.248795], [-3.904957, 0.690880, -1.400498], [-3.692618, 1.026802, -5.175807], [-2.857479, 2.593496, -5.136972], [-4.524727, 2.468431, -4.571288], [-2.566200, 2.868762, -1.429492], [-3.572112, 3.709253, -2.600001], [-1.848366, 3.465196, -2.938503]], "forces_ev_per_a": [[0.73, -0.19, 0.05], [-0.04, 0.04, -0.05], [0.43, -0.02, 0.05], [0.05, -0.24, 0.00], [-0.81, 1.04, 0.31], [0.45, -0.89, -0.39], [-0.16, 0.09, 0.40], [0.07, 0.05, 0.02], [0.00, 0.02, -0.08], [-0.04, 0.03, -0.01], [0.05, -0.03, 0.01], [0.03, 0.05, 0.02], [-0.09, -0.02, 0.00], [0.09, -0.16, -0.44], [-0.07, 0.01, 0.16], [-0.03, -0.07, -0.05], [0.04, 0.09, 0.00], [0.01, -0.02, -0.01], [0.01, 0.12, 0.14], [0.02, -0.01, 0.02], [0.05, 0.03, -0.02], [0.00, -0.01, 0.04], [-0.01, -0.01, 0.00], [-0.01, 0.00, 0.00], [-0.01, -0.01, 0.00], [0.00, -0.01, 0.01], [0.01, 0.01, 0.02], [0.00, 0.02, 0.01], [-0.05, -0.04, 0.00], [0.00, 0.02, -0.02], [-0.08, 0.01, 0.05], [0.06, 0.33, -0.04], [-0.08, -0.16, -0.05], [0.11, 0.02, 0.00], [0.05, 0.15, 0.03], [-0.42, 0.07, -0.12], [0.08, -0.28, 0.09], [-0.08, 0.21, -0.12], [0.12, -0.06, 0.02], [0.17, -0.23, 0.11], [-0.52, 0.04, -0.13], [-0.01, 0.01, 0.04], [-0.12, 0.00, 0.07], [0.05, 0.04, -0.17], [0.11, 0.15, 0.20], [-0.04, -0.26, -0.10], [0.00, 0.15, 0.09], [0.21, -0.16, 0.08], [-0.02, -0.03, -0.19], [-0.13, 0.11, -0.02], [-0.03, -0.16, -0.17], [-0.07, -0.02, 0.26], [0.08, 0.11, -0.08], [-0.13, -0.09, 0.01], [0.02, 0.01, -0.02], [0.05, -0.01, -0.03], [0.03, 0.01, 0.00], [-0.02, -0.05, 0.04], [-0.01, 0.02, 0.03], [0.00, -0.03, -0.03], [-0.05, -0.05, -0.05], [0.01, 0.07, -0.03], [-0.04, 0.09, -0.10], [-0.05, -0.01, 0.03], [0.11, 0.03, 0.03], [-0.10, 0.10, -0.03], [0.02, -0.01, 0.05], [0.00, 0.00, 0.00], [-0.04, -0.03, -0.09], [0.01, -0.02, 0.05], [-0.01, -0.05, -0.02], [0.02, 0.03, 0.01], [0.03, 0.05, 0.00], [0.05, 0.02, 0.01], [0.00, 0.02, 0.06], [-0.13, -0.02, 0.29], [-0.08, 0.06, 0.07], [-0.04, -0.04, 0.03], [-0.22, -0.15, -0.25], [0.00, 0.35, -0.08], [-0.02, 0.07, -0.01], [0.05, 0.02, 0.07], [0.07, 0.04, 0.01], [0.24, -0.19, -0.09], [0.08, 0.04, 0.01], [0.06, -0.01, 0.09], [0.03, -0.06, 0.00], [0.01, 0.01, -0.01], [0.00, -0.04, -0.02], [0.00, 0.03, -0.06], [-0.01, 0.00, -0.02], [0.06, -0.01, 0.01], [0.03, -0.04, -0.03], [0.00, -0.01, -0.02], [0.02, 0.06, -0.02], [0.02, 0.01, 0.01], [0.00, -0.06, 0.03], [-0.01, -0.01, 0.02], [0.06, -0.01, 0.00], [-0.03, -0.01, -0.02], [-0.02, -0.03, -0.03], [0.00, -0.01, 0.00], [-0.06, -0.04, 0.02], [0.01, -0.01, 0.00], [0.00, -0.02, 0.04], [-0.03, 0.01, 0.01], [0.01, 0.01, 0.01], [-0.06, -0.04, -0.01], [-0.02, 0.02, -0.02], [-0.04, -0.01, -0.03], [0.00, 0.01, 0.00], [-0.02, 0.06, 0.00], [-0.02, 0.00, 0.04], [-0.02, 0.03, 0.00]], "total_charge": -2, "e_homo_ev": -2.41, "gap_ev": 6.127}

Entry 3:
{"formula": "C4H4BClNO5P", "method": "ωB97M-V with the def2-TZVPD basis set", "elements": ["N", "B", "O", "C", "C", "P", "O", "Cl", "C", "O", "O", "C", "O", "H", "H", "H", "H"], "xyz": [[-0.708171, -2.187540, -1.321199], [-0.089975, -0.802060, -1.279443], [-0.309610, 0.069414, -2.479210], [0.810465, -0.162233, -0.061417], [0.218774, 0.685533, 1.009070], [-1.566518, 1.260234, 1.369885], [-2.461696, 1.565594, -0.107944], [-2.518515, -0.489539, 2.220846], [1.481795, 1.133209, 1.953720], [1.396196, 2.194663, 2.760342], [2.554817, 0.155827, 1.712950], [2.424053, -0.218285, 0.266280], [3.459805, -0.502094, -0.569108], [-1.752508, -2.035220, -1.380436], [-0.448153, -2.777213, -0.500222], [-0.007260, -0.458306, -3.290851], [-2.483498, 2.568014, -0.303264]], "forces_ev_per_a": [[0.31, 2.67, 1.55], [-0.50, -0.12, -2.62], [1.52, -2.82, 1.37], [-0.40, 2.66, 3.79], [3.70, -3.26, -3.12], [-0.93, 1.28, -0.20], [1.63, 0.44, 1.24], [0.94, 0.98, -1.32], [-2.61, 3.87, 2.56], [1.58, -7.49, -5.08], [-1.27, 2.26, -2.38], [3.43, -1.13, -3.72], [-7.49, 1.95, 6.53], [1.54, -0.68, -0.14], [-0.66, 0.67, -0.93], [-1.01, 0.99, 1.69], [0.24, -2.27, 0.79]], "smiles": "NB(O)C1=C(P(O)Cl)C(=O)OC1=O", "relative_energy_kcal_mol": 66.6, "e_homo_ev": -9.87, "gap_ev": 7.754}

Number 1: total energy -128776.957 eV. Number 2: total energy -89506.311 eV. Number 3: total energy -38426.106 eV.